Entry 1:
43
Properties=species:S:1:pos:R:3:nbo_charge:R:1 method="wB97M-V/def2-TZVPD" total_energy_ev=-50350.6702 orbital_gap_ev=6.798 e_lumo_ev=0.4 e_homo_ev=-6.426 de_lowest_kcal_mol=28.4
Ca -0.821 0.392 -0.400 1.4030
H 1.144 3.173 -0.592 -0.0003
H 1.305 2.892 -1.280 0.0017
P -1.561 1.304 1.626 0.7401
P -0.576 -0.435 -2.578 0.7420
C 0.561 -1.875 -2.814 -0.9437
H 0.515 -2.275 -3.842 0.2195
H 1.591 -1.558 -2.583 0.2248
H 0.279 -2.665 -2.097 0.2373
C -2.141 -1.042 -3.350 -0.9266
H -2.859 -0.208 -3.387 0.2588
H -1.966 -1.438 -4.366 0.2076
H -2.564 -1.835 -2.711 0.2520
C 0.046 0.758 -3.854 -0.9385
H 1.077 1.056 -3.599 0.2238
H 0.036 0.311 -4.865 0.2175
H -0.594 1.656 -3.844 0.2501
C -3.342 0.979 1.995 -0.9271
H -3.647 1.435 2.954 0.2076
H -3.948 1.386 1.170 0.2603
H -3.502 -0.111 2.036 0.2510
C -0.731 0.748 3.182 -0.9468
H 0.324 1.068 3.159 0.2250
H -1.223 1.154 4.083 0.2209
H -0.750 -0.355 3.215 0.2304
C -1.469 3.150 1.777 -0.9379
H -1.979 3.600 0.909 0.2555
H -1.942 3.505 2.710 0.2164
H -0.412 3.463 1.764 0.2227
H -2.155 1.301 -1.061 -0.7656
H -1.682 -0.904 -0.066 -0.7080
C 3.826 -0.728 1.080 -0.4175
N 2.630 -1.508 1.350 -0.4233
C 2.706 -2.750 2.100 -0.4159
C 1.416 -1.094 0.899 0.5291
O 1.286 -0.056 0.264 -0.7069
H 4.733 -1.202 1.511 0.2131
H 3.722 0.286 1.523 0.2174
H 3.974 -0.636 -0.017 0.2169
H 2.081 -2.675 3.015 0.2095
H 2.333 -3.590 1.475 0.2106
H 3.746 -2.986 2.410 0.2194
H 0.531 -1.692 1.098 0.1738

***

Entry 2:
23
Properties=species:S:1:pos:R:3:nbo_charge:R:1 method="wB97M-V/def2-TZVPD" total_energy_ev=-17578.6090 orbital_gap_ev=9.158 e_lumo_ev=0.7 e_homo_ev=-8.426 de_lowest_kcal_mol=68.2 smiles="COc1cc(C(=O)NN)ccc1O"
C -1.168 1.155 -2.810 -0.2569
O -1.023 -0.169 -2.269 -0.5054
C -0.906 -0.082 -0.927 0.2241
C 0.352 -0.009 -0.284 -0.1939
C 0.389 0.074 1.093 -0.1675
C 1.682 0.527 1.713 0.6652
O 1.677 1.244 2.695 -0.5894
N 2.920 0.058 1.141 -0.4934
N 3.190 -1.136 0.482 -0.6426
C -0.838 -0.203 1.878 -0.1627
C -2.062 -0.412 1.213 -0.2879
C -2.057 -0.355 -0.193 0.2745
O -3.098 -0.692 -0.975 -0.6707
H -0.449 1.892 -2.423 0.1808
H -2.229 1.491 -2.556 0.1771
H -1.130 1.156 -3.885 0.1946
H 1.260 0.089 -0.913 0.2384
H 3.608 0.306 1.830 0.3602
H 3.251 -1.766 1.210 0.3455
H 4.028 -1.084 -0.093 0.3649
H -0.613 -0.104 2.910 0.2323
H -2.955 -0.815 1.756 0.2215
H -3.831 -1.162 -0.592 0.4914

***

Entry 3:
48
Properties=species:S:1:pos:R:3:nbo_charge:R:1 method="wB97M-V/def2-TZVPD" total_energy_ev=-108728.1293 orbital_gap_ev=7.911 e_lumo_ev=2.1 charge=-1 e_homo_ev=-5.835
O 3.529 4.648 1.343 -0.5893
O -3.976 -2.909 3.772 -0.6683
O 1.105 0.466 0.171 -0.7935
O -0.961 -5.097 1.586 -0.6791
O 0.565 -1.412 -0.904 -0.7840
Br 4.125 6.417 -3.451 0.0612
N -0.645 2.435 -1.273 -0.0709
N -0.601 3.858 -3.014 -0.5346
O -1.788 2.231 -2.062 -0.2791
O 1.237 2.981 0.787 -0.7004
C 3.056 4.598 0.211 0.4239
C -2.853 -3.171 3.365 0.6855
C 0.951 -0.780 0.107 0.7947
C -0.741 -4.063 0.954 0.6645
C 0.029 3.385 -1.864 0.2719
C -1.686 3.135 -3.065 0.5346
C 3.739 5.364 -0.818 -0.3693
C 1.838 3.820 -0.140 0.2677
C 3.207 5.453 -2.076 0.1523
C 1.310 3.995 -1.419 0.0638
N 1.985 4.833 -2.337 -0.5645
N -0.121 -4.085 -0.233 -0.6315
N -2.433 -2.594 2.238 -0.5988
C -1.998 -4.118 4.179 -0.7000
C -2.740 3.298 -4.107 -0.6711
C 0.365 -5.286 -0.903 -0.4085
C 1.231 -1.608 1.369 -0.5135
C -0.038 -1.888 2.192 -0.3820
C -1.164 -2.670 1.477 -0.1379
H 1.167 2.026 0.464 0.5527
H 4.672 5.846 -0.562 0.2395
H 1.546 4.948 -3.252 0.4348
H 0.076 -3.181 -0.672 0.4540
H -3.131 -1.988 1.841 0.4045
H -2.154 -5.128 3.808 0.2535
H -2.307 -4.062 5.219 0.2205
H -0.948 -3.865 4.101 0.2138
H -2.445 4.066 -4.826 0.2419
H -3.682 3.589 -3.638 0.2362
H -2.887 2.351 -4.633 0.2383
H 1.281 -5.627 -0.418 0.1901
H 0.571 -5.060 -1.950 0.2021
H -0.387 -6.074 -0.841 0.2063
H 1.938 -1.070 2.004 0.2184
H 1.704 -2.554 1.098 0.2007
H 0.271 -2.428 3.084 0.1947
H -0.441 -0.927 2.517 0.2187
H -1.366 -2.099 0.570 0.2356

***

Entry 4:
84
Properties=species:S:1:pos:R:3:mulliken_spin:R:1 method="wB97M-V/def2-TZVPD" total_energy_ev=-107656.4125 orbital_gap_ev="6.169 / 5.392" spin_multiplicity=2 s_squared=1.16 e_lumo_ev="-1.9 / -1.9" charge=+1 e_homo_ev="-8.082 / -7.306" de_lowest_kcal_mol=40.1
Ti 0.819 -0.204 0.727 1.3801
C 1.531 -3.117 4.391 0.0037
N 1.945 -1.717 4.415 0.0043
C 2.069 -1.121 5.736 -0.0006
C 1.956 -1.011 3.290 0.0404
O 1.756 -1.522 2.177 -0.0081
C 2.236 0.492 3.320 0.0069
O 2.344 0.930 1.972 0.0054
C 3.652 1.036 1.431 0.0180
C 3.695 0.357 0.063 0.0138
O 2.703 -0.273 -0.322 -0.0025
N 4.808 0.467 -0.659 0.0042
C 5.947 1.280 -0.257 -0.0004
C 4.856 -0.087 -2.008 0.0002
H 2.217 -3.699 5.006 0.0001
H 1.548 -3.479 3.370 -0.0020
H 0.519 -3.207 4.786 -0.0019
H 2.807 -1.672 6.318 0.0002
H 1.110 -1.160 6.255 0.0001
H 2.385 -0.084 5.678 0.0002
H 3.146 0.733 3.873 0.0011
H 1.391 1.029 3.753 -0.0071
H 4.382 0.555 2.088 -0.0004
H 3.903 2.095 1.347 -0.0036
H 6.012 1.369 0.823 0.0001
H 5.895 2.277 -0.699 0.0002
H 6.859 0.794 -0.601 0.0000
H 3.987 -0.714 -2.169 -0.0005
H 5.764 -0.677 -2.121 0.0001
H 4.862 0.721 -2.742 0.0003
O -0.017 0.171 -1.140 0.0111
P -1.212 -0.613 -1.655 -0.0537
N -1.378 -0.589 -3.302 0.0005
C -0.338 -1.216 -4.130 0.0005
C 0.636 -0.079 -4.472 -0.0002
C -0.223 1.204 -4.382 -0.0001
C -1.615 0.709 -3.953 -0.0002
N -0.995 -2.194 -1.286 0.0352
C -2.037 -3.221 -1.480 0.0053
C -1.260 -4.531 -1.430 0.0039
C -0.153 -4.209 -0.432 0.0062
C 0.259 -2.794 -0.829 -0.0105
N -2.607 0.023 -1.119 -0.0001
C -2.705 1.187 -0.218 0.0219
C -4.185 1.218 0.148 0.0014
C -4.871 0.629 -1.081 -0.0022
C -3.938 -0.517 -1.449 0.0038
H -0.817 -1.599 -5.035 -0.0001
H 0.120 -2.058 -3.614 -0.0006
H 1.084 -0.219 -5.455 -0.0001
H 1.439 -0.043 -3.736 0.0006
H -0.270 1.744 -5.326 0.0000
H 0.184 1.878 -3.629 -0.0002
H -2.251 0.538 -4.825 0.0000
H -2.141 1.388 -3.283 0.0001
H -2.554 -3.070 -2.430 -0.0002
H -2.765 -3.174 -0.666 -0.0097
H -0.835 -4.756 -2.411 0.0001
H -1.885 -5.369 -1.129 0.0001
H 0.683 -4.906 -0.457 -0.0001
H -0.563 -4.181 0.580 -0.0067
H 1.016 -2.799 -1.622 -0.0002
H 0.715 -2.325 0.054 0.0103
H -2.400 2.096 -0.751 0.0010
H -2.061 1.066 0.650 -0.0149
H -4.526 2.223 0.395 0.0022
H -4.353 0.580 1.019 -0.0008
H -4.900 1.362 -1.891 -0.0002
H -5.888 0.288 -0.893 0.0004
H -3.992 -0.802 -2.500 0.0005
H -4.159 -1.392 -0.834 -0.0021
S 0.312 2.972 1.253 0.0069
C -1.145 3.723 1.491 -0.0037
N -1.690 4.665 0.721 -0.0005
C -3.071 5.043 0.998 0.0000
C -3.281 4.747 2.481 0.0001
S -2.178 3.348 2.843 -0.0009
H -1.204 4.943 -0.117 0.0002
H -3.747 4.448 0.378 -0.0005
H -3.225 6.096 0.771 0.0000
H -4.311 4.474 2.694 -0.0001
H -3.000 5.596 3.102 -0.0001
S -2.014 -1.412 2.439 0.0023
C -0.790 -0.682 1.702 -0.4584

***

Entry 5:
54
Properties=species:S:1:pos:R:3:mulliken_spin:R:1 method="wB97M-V/def2-TZVPD" total_energy_ev=-33763.1502 orbital_gap_ev="5.180 / 4.064" spin_multiplicity=5 s_squared=6.45 e_lumo_ev="-15.4 / -16.4" charge=+4 e_homo_ev="-20.587 / -20.438"
C 0.724 2.502 -0.584 0.0300
N 0.932 1.237 -1.073 -0.1405
N 1.065 1.250 -2.449 0.0346
C 0.957 2.521 -2.812 -0.1009
C 0.751 3.318 -1.693 -0.0462
B 1.228 -0.063 -3.289 -0.0048
N 2.366 -0.950 -2.741 0.0005
N 2.439 -1.248 -1.396 0.0452
C 3.541 -2.026 -1.228 -0.0077
C 4.162 -2.215 -2.473 0.0380
C 3.394 -1.523 -3.395 0.0596
Ru 0.873 -0.430 -0.106 1.2344
N -0.099 -0.874 -3.370 0.0877
N -0.698 -1.379 -2.245 0.2308
C -1.843 -1.957 -2.659 0.1779
C -1.975 -1.829 -4.052 0.2616
C -0.848 -1.144 -4.464 0.2634
H -2.542 -2.445 -1.976 0.0067
H -0.496 -0.811 -5.433 -0.0057
H -2.770 -2.177 -4.695 -0.0115
H 1.500 0.297 -4.382 -0.0015
H 3.481 -1.372 -4.460 0.0010
H 1.062 2.711 -3.848 0.0015
H 5.050 -2.775 -2.694 -0.0001
H 0.623 4.365 -1.672 0.0000
H 3.844 -2.405 -0.256 -0.0012
H 0.547 2.638 0.489 0.0004
H 0.147 -2.144 -0.263 -0.0177
C 0.766 -2.229 0.721 -0.0311
H 1.576 -3.002 0.524 -0.0098
H 1.381 -1.237 1.265 0.0293
H 0.006 -2.451 1.537 -0.0022
C -1.108 1.646 4.738 0.0290
N -0.226 0.634 4.202 0.7492
C 0.495 -0.053 5.257 0.0166
C -0.765 -0.288 3.205 0.0380
C -1.492 0.351 2.057 0.1452
C -2.776 0.876 2.357 0.2416
C -3.515 1.620 1.436 0.0752
C -2.987 1.790 0.161 0.1053
C -1.756 1.176 -0.163 0.1541
C -0.980 0.447 0.740 0.1338
H -0.572 2.246 5.483 0.0073
H -1.961 1.180 5.257 0.0508
H -1.486 2.325 3.971 0.0062
H -0.207 -0.624 5.882 0.0524
H 1.231 -0.749 4.847 0.0120
H 1.014 0.662 5.901 0.0104
H 0.078 -0.880 2.839 -0.0313
H -1.445 -1.010 3.722 0.0611
H -3.201 0.747 3.361 -0.0038
H -4.489 2.045 1.707 0.0035
H -3.540 2.367 -0.590 -0.0068
H -1.455 1.342 -1.194 0.0284

***

Entry 6:
13
Properties=species:S:1:pos:R:3:nbo_charge:R:1 method="wB97M-V/def2-TZVPD" total_energy_ev=-225426.6349 orbital_gap_ev=8.630 e_lumo_ev=-1.4 e_homo_ev=-10.021 de_lowest_kcal_mol=33.7
C 0.457 0.711 -0.291 0.3682
C -0.925 -0.772 0.256 -0.2655
N 0.562 0.387 -1.726 0.4563
N -0.818 -0.505 1.747 0.4645
O -0.289 0.709 -2.479 -0.3010
O 1.624 -0.190 -1.926 -0.3925
O -1.430 0.339 2.329 -0.3359
O -0.016 -1.264 2.206 -0.3587
O 1.552 0.571 0.387 -0.6815
Br -0.492 2.369 0.288 0.0860
Br -0.076 -2.416 -0.145 0.1920
Br -2.514 -0.434 -0.574 0.2383
H 2.365 0.494 -0.073 0.5299

***

Entry 7:
55
Properties=species:S:1:pos:R:3:nbo_charge:R:1 method="wB97M-V/def2-TZVPD" total_energy_ev=-42343.5104 orbital_gap_ev="7.028 / 7.028" e_lumo_ev="-4.8 / -4.8" charge=+1 e_homo_ev="-11.822 / -11.823" de_lowest_kcal_mol=48.0
Au -0.311 -0.369 -0.116 1.0637
N -1.371 -0.532 1.937 -0.8654
C -0.260 -0.911 2.842 -0.2241
C 0.418 -2.208 2.369 -0.5400
C 1.619 -1.966 1.460 0.7685
O 2.751 -2.175 1.814 -0.5663
O 1.408 -1.490 0.226 -0.8049
H -1.775 0.366 2.181 0.4024
H -2.117 -1.221 1.938 0.4018
H -0.631 -1.016 3.862 0.2126
H 0.452 -0.085 2.839 0.2114
H -0.319 -2.823 1.847 0.2190
H 0.771 -2.769 3.230 0.2596
C -5.669 -2.751 -0.395 -0.1809
C -5.081 -1.526 -0.117 -0.2064
C -3.710 -1.369 -0.268 -0.2133
C -2.909 -2.429 -0.699 -0.5645
C -3.522 -3.655 -0.983 -0.1285
C -4.891 -3.814 -0.832 -0.2004
Si -1.072 -2.409 -0.968 1.2613
C -0.530 -2.234 -2.701 -0.4885
C -1.210 -1.387 -3.589 -0.1990
C -0.813 -1.296 -4.912 -0.2142
C 0.265 -2.051 -5.359 -0.1586
C 0.953 -2.888 -4.490 -0.1947
C 0.569 -2.971 -3.162 -0.1898
H -6.737 -2.878 -0.278 0.2298
H -5.690 -0.694 0.211 0.2261
H -3.274 -0.395 -0.068 0.1986
H -2.929 -4.497 -1.327 0.2122
H -5.349 -4.768 -1.053 0.2287
H -0.411 -3.547 -0.311 -0.1583
H -2.072 -0.821 -3.250 0.2158
H -1.344 -0.649 -5.597 0.2283
H 0.570 -1.987 -6.395 0.2280
H 1.792 -3.469 -4.848 0.2298
H 1.118 -3.611 -2.482 0.2295
N 0.581 1.640 0.300 -0.6355
C 1.374 2.455 0.523 0.6108
N 2.276 3.355 0.761 -0.4589
C 2.034 4.790 0.520 -0.1973
C 2.273 5.562 1.808 -0.4117
C 3.672 5.271 2.348 -0.4025
C 3.851 3.772 2.591 -0.4120
C 3.595 2.985 1.315 -0.1997
H 1.024 4.914 0.136 0.2229
H 2.736 5.110 -0.255 0.2057
H 1.525 5.258 2.546 0.2056
H 2.133 6.627 1.620 0.2318
H 3.846 5.825 3.270 0.2300
H 4.419 5.611 1.623 0.2041
H 3.154 3.438 3.365 0.2055
H 4.859 3.549 2.942 0.2338
H 3.612 1.909 1.477 0.2316
H 4.346 3.224 0.557 0.2062

***

Entry 8:
18
Properties=species:S:1:pos:R:3:nbo_charge:R:1 method="wB97M-V/def2-TZVPD" total_energy_ev=-9908.4746 orbital_gap_ev=8.132 e_lumo_ev=0.2 e_homo_ev=-7.924 de_lowest_kcal_mol=86.9 smiles="C=CC(=C)N.O.O"
C -2.574 -0.401 -0.191 -0.3208
C -1.427 -0.265 -0.874 -0.2589
C -0.549 0.932 -0.718 0.1715
C -0.713 2.245 -0.521 -0.5835
N 0.808 0.571 -1.038 -0.8876
H -3.312 -1.130 -0.572 0.2078
H -2.658 0.103 0.778 0.2167
H -1.169 -0.963 -1.695 0.2102
H -0.121 2.880 0.191 0.2235
H -1.547 2.726 -1.056 0.2202
H 1.352 1.462 -1.320 0.3869
H 1.205 -0.247 -1.602 0.4227
O 0.979 -0.209 1.969 -0.9688
H 1.385 0.534 2.500 0.4754
H 0.696 0.202 1.110 0.4981
O 2.210 -2.325 0.579 -0.9674
H 2.474 -2.904 1.359 0.4633
H 2.107 -1.462 1.016 0.4908

***

Entry 9:
13
Properties=species:S:1:pos:R:3:nbo_charge:R:1 method="wB97M-V/def2-TZVPD" total_energy_ev=-7795.9874 orbital_gap_ev=9.793 e_lumo_ev=1.0 e_homo_ev=-8.792 de_lowest_kcal_mol=84.3 smiles="C=C=NCC=O.[H][H]"
C -1.877 0.561 0.885 -0.6558
C -0.581 0.533 1.083 0.4658
N 0.621 0.463 1.313 -0.4516
C 1.504 -0.088 0.294 -0.3458
C 1.041 0.284 -1.111 0.4270
O 0.229 1.149 -1.320 -0.5096
H -2.485 -0.220 1.322 0.2426
H -2.338 1.313 0.254 0.2550
H 2.506 0.337 0.441 0.2316
H 1.626 -1.176 0.393 0.2231
H 1.493 -0.282 -1.951 0.1257
H -1.113 -1.225 -0.617 0.0268
H -0.625 -1.651 -0.986 -0.0349

***

Entry 10:
47
Properties=species:S:1:pos:R:3:nbo_charge:R:1 method="wB97M-V/def2-TZVPD" total_energy_ev=-130907.4021 orbital_gap_ev=4.773 e_lumo_ev=0.9 charge=-1 e_homo_ev=-3.912
C 2.558 -1.758 1.178 -0.6209
C 2.641 -2.854 0.128 -0.4103
C 1.593 -2.721 -1.017 -0.2680
Br 2.434 -1.773 -2.482 0.0505
C 0.255 -2.186 -0.534 -0.0953
C -0.439 -2.919 0.379 0.3278
O 0.090 -4.156 0.874 -0.4802
C -0.323 -5.144 0.154 0.5366
N -0.606 -6.079 -0.437 -0.4091
C -1.695 -2.573 0.894 -0.2864
C -2.347 -1.449 0.506 0.0202
C -3.713 -1.051 1.020 -0.8566
P -5.012 -2.309 0.939 2.3387
O -5.718 -2.393 2.217 -1.0871
O -5.978 -1.928 -0.286 -0.9779
O -4.409 -3.752 0.562 -0.9798
C -1.684 -0.605 -0.429 0.0699
N -2.136 0.542 -0.927 -0.6417
S -0.993 1.087 -1.919 1.0942
N 0.071 -0.068 -1.782 -0.6152
C -0.406 -0.981 -0.928 0.1565
H 2.654 -0.784 0.705 0.2291
H 3.418 -1.860 1.836 0.2165
H 1.667 -1.821 1.793 0.2015
H 2.559 -3.839 0.573 0.2088
H 3.606 -2.793 -0.358 0.2254
H 1.406 -3.723 -1.385 0.2324
H -2.154 -3.226 1.619 0.2446
H -4.050 -0.217 0.408 0.2844
H -3.640 -0.688 2.037 0.2807
H -6.115 -2.713 -0.830 0.5041
H -3.946 -3.749 -0.290 0.5007
C 1.371 4.974 1.361 -0.6448
C 2.724 5.394 0.792 -0.0661
O 3.293 4.512 -0.140 -0.5916
C 2.843 4.597 -1.548 0.3321
O 2.800 5.791 -2.037 -0.8668
C 1.491 3.843 -1.750 0.9074
F 1.373 2.710 -0.986 -0.3749
F 1.381 3.407 -3.028 -0.3557
F 0.376 4.559 -1.514 -0.3453
H 1.355 3.903 1.568 0.2004
H 1.172 5.518 2.290 0.1854
H 0.557 5.200 0.678 0.2135
H 3.437 5.413 1.624 0.1492
H 2.684 6.412 0.392 0.1841
H 3.562 3.876 -2.014 0.0786